1.
3 unconnected molecules or ions with the total composition C18H41BN4O3S at a distorted geometry. Source: the OMol25 dataset; level of theory: the ωB97M-V functional and the def2-TZVPD basis.

Structure (XYZ):
```
68
Properties=species:S:1:pos:R:3:forces:R:3
C 5.1237 -3.0882 -2.4585 0.85 -0.96 0.19
C 6.4869 -2.2543 -2.5559 0.43 -1.51 -0.92
N 6.3313 -0.8314 -2.9998 -0.15 0.47 1.92
B 5.1179 -0.1549 -2.4329 -0.11 -0.09 -0.22
C 5.1753 0.5694 -0.9551 0.32 1.56 -0.34
N 4.4889 -0.2166 0.1207 -0.05 -0.08 -0.56
C 3.7702 -0.1242 -3.3412 -0.77 0.24 0.21
C 2.5777 0.7892 -2.7320 -0.17 -1.64 -1.59
C 1.1531 0.2788 -3.3277 -0.01 1.62 0.85
C 0.0190 1.1686 -2.5651 -0.06 -1.85 -0.37
C -1.3411 0.2751 -2.4705 0.30 1.04 0.83
C -1.3655 -0.4523 -1.0429 -1.00 -0.60 -0.80
C -2.6899 -1.3819 -0.8802 1.52 -0.32 -0.09
S -4.2741 -0.3686 -0.9795 -0.34 -1.16 -1.73
C -5.2742 -1.1648 -2.3245 -1.84 -2.73 0.77
N -6.1833 -2.2104 -2.0266 2.77 3.48 -1.83
N -6.7647 -2.6209 -3.2022 3.22 3.82 -3.22
C -6.1707 -1.8153 -4.2200 -1.18 -1.63 3.18
O -5.2401 -0.8667 -3.7133 -2.14 -2.93 1.55
H 5.4325 -4.2004 -2.4088 -0.47 1.69 -0.03
H 4.4948 -2.9897 -3.4036 0.76 0.10 1.43
H 4.5305 -2.9053 -1.4923 0.67 0.03 -1.59
H 7.1075 -2.3583 -1.5887 -1.20 0.25 -1.23
H 7.1209 -2.7781 -3.3683 -0.93 0.66 1.27
H 7.1482 -0.3404 -2.5804 -0.66 -0.49 -0.46
H 6.2575 0.8233 -0.6337 -1.54 -0.51 -0.39
H 4.6394 1.5925 -1.0025 0.84 -1.47 0.04
H 4.4628 -1.2210 -0.0984 -0.17 0.73 0.20
H 3.5358 0.1323 0.2886 0.67 -0.46 -0.16
H 3.3045 -1.1568 -3.5275 0.92 1.27 0.21
H 4.0939 0.2639 -4.3799 -0.55 -0.57 1.49
H 2.7816 1.8582 -3.0633 -0.52 -1.18 0.87
H 2.5036 0.6406 -1.6072 0.28 0.54 -1.41
H 1.0941 0.4052 -4.4655 0.10 -0.13 1.60
H 0.9457 -0.8170 -3.0908 0.57 1.32 -0.19
H -0.1434 2.1628 -3.0921 0.24 -1.24 0.86
H 0.4189 1.2849 -1.4927 -0.73 0.31 -1.60
H -2.2719 0.9447 -2.5320 1.34 -1.06 -0.07
H -1.3533 -0.4853 -3.3232 -0.12 0.96 1.19
H -0.4394 -1.1384 -0.9772 -1.41 1.08 0.24
H -1.4040 0.2998 -0.1805 0.35 -0.85 -1.30
H -2.6451 -2.1921 -1.6862 -0.41 1.14 1.18
H -2.6434 -1.8657 0.1558 -0.36 0.57 -1.52
H -6.4184 -1.9304 -5.3180 0.65 0.58 1.64
C -0.1110 -1.6739 2.7426 0.22 -0.24 0.02
C 0.2597 -0.2732 3.2041 -0.63 -0.05 -0.20
C -0.9316 0.4379 3.8261 0.11 0.11 0.11
O 0.7344 0.4826 2.0917 0.32 0.12 -0.15
H -0.8956 -1.6388 1.9793 -0.07 0.09 0.12
H 0.7508 -2.1692 2.2871 -0.02 0.04 0.10
H -0.4642 -2.2844 3.5775 -0.01 0.02 -0.08
H 1.0748 -0.3297 3.9308 0.08 0.11 -0.22
H -1.7440 0.5463 3.1016 0.01 -0.12 0.09
H -0.6541 1.4469 4.1425 0.02 -0.10 0.01
H -1.3094 -0.1092 4.6936 -0.05 0.05 -0.07
H 0.0189 0.5386 1.4424 0.14 -0.04 0.21
C -5.3681 2.6661 5.6484 -0.15 -0.21 0.19
C -3.9102 2.4728 5.2618 -0.35 0.53 -0.33
C -3.1875 3.8056 5.1437 0.30 0.02 0.08
O -3.8370 1.7815 4.0165 0.11 -0.25 -0.02
H -5.8988 3.2503 4.8897 0.12 0.08 0.05
H -5.8776 1.7015 5.7185 0.09 0.06 0.05
H -5.4573 3.1795 6.6092 -0.03 -0.01 -0.07
H -3.4115 1.8494 6.0091 0.01 -0.10 -0.22
H -3.6431 4.4291 4.3676 -0.11 -0.04 0.10
H -2.1444 3.6525 4.8545 -0.07 -0.02 0.09
H -3.2114 4.3531 6.0894 0.00 0.01 -0.08
H -4.2755 2.3243 3.3481 0.04 -0.07 0.15
```
Positions in Å, forces in eV/Å.

Its spin multiplicity is 1. Its charge is 0. The SMILES is CCNB(CN)CCCCCCCSc1nnco1.CC(C)O.CC(C)O. The calculated total energy comes out at -1578.05409 a.u. Its maximum force is 5.9 eV Å⁻¹.



2.
A molecular structure, C36H43F4N6O2V. Source: the OMol25 dataset; level of theory: the ωB97M-V functional and the def2-TZVPD basis.

Structure (XYZ):
```
92
Properties=species:S:1:pos:R:3:forces:R:3
V 0.8246 -0.1634 -2.3310 -0.46 0.01 -0.24
C -0.7801 -4.2272 3.3156 -0.02 -0.01 0.03
C -0.6251 -3.1665 2.2638 0.00 0.03 -0.04
C -1.4403 -2.0561 2.2161 0.01 -0.04 0.04
C -1.3053 -1.0496 1.2388 -0.03 -0.05 -0.05
C -2.0481 0.1605 1.1844 0.04 0.08 0.09
N -3.0714 0.5901 1.8645 0.02 0.04 -0.08
C -3.8153 -0.0050 2.9827 0.06 -0.07 0.00
C -3.0822 0.1206 4.3203 -0.04 -0.06 0.01
C -3.0339 1.5210 4.9321 -0.03 0.02 0.04
N -2.4640 2.5481 4.0613 0.02 0.04 -0.03
C -1.3317 2.4955 3.3508 -0.03 -0.04 0.01
C -0.2767 1.6111 3.4322 0.00 0.04 -0.02
C 0.0829 0.8845 4.6178 0.04 -0.04 0.00
C 1.2693 0.2422 4.7186 -0.05 0.05 -0.05
C 1.7215 -0.4610 5.9635 -0.04 -0.02 0.05
C 2.1558 0.3080 3.5937 -0.03 0.02 -0.01
C 1.8704 0.9146 2.4095 -0.03 -0.03 0.08
C 2.9305 0.8676 1.3844 0.09 0.02 -0.04
N 2.7916 0.7552 0.1318 -0.07 -0.01 0.00
C 4.0470 0.6281 -0.6120 -0.01 0.01 0.04
C 4.3650 -0.8355 -0.9195 0.03 -0.02 0.01
C 3.4463 -1.5325 -1.9173 -0.04 -0.11 -0.01
N 2.0447 -1.5371 -1.4352 0.31 0.23 -0.28
C 1.7590 -2.3487 -0.4932 0.06 -0.01 0.03
C 0.5725 -2.2908 0.3190 -0.10 -0.06 0.10
C 0.3916 -3.2459 1.3111 -0.03 0.04 -0.02
C -0.2957 -1.1774 0.2317 0.12 0.14 0.02
O -0.1818 -0.2896 -0.7065 -0.17 -0.14 0.20
C 0.5816 1.5841 2.2390 0.02 -0.01 -0.01
O 0.2048 2.0795 1.1678 -0.03 0.00 0.03
H -1.5938 -3.9890 3.9985 0.00 0.00 0.00
H 0.1320 -4.3308 3.9039 0.01 -0.01 0.00
H -0.9945 -5.1969 2.8660 0.00 0.00 0.00
H -2.1894 -1.9579 2.9876 -0.01 -0.03 -0.06
H -1.6630 0.8805 0.4723 0.00 0.00 0.07
H -3.3354 1.5426 1.6565 -0.03 -0.02 -0.06
H -4.0128 -1.0498 2.7453 0.02 0.02 0.00
H -4.7820 0.4976 2.9984 0.01 0.02 0.08
H -2.0802 -0.2965 4.2181 0.01 0.09 0.04
H -3.6029 -0.5141 5.0410 -0.02 0.00 -0.02
H -2.5106 1.4827 5.8890 0.00 -0.02 -0.02
H -4.0499 1.8483 5.1553 0.01 0.00 0.00
H -3.0023 3.3958 3.9766 0.01 -0.01 -0.01
H -1.2663 3.2445 2.5652 0.02 0.00 0.00
H -0.5611 0.9262 5.4867 0.01 -0.02 0.01
H 0.9543 -0.4282 6.7356 0.00 0.00 0.01
H 2.6239 -0.0006 6.3683 0.01 0.00 0.00
H 1.9540 -1.5084 5.7630 0.01 -0.01 0.00
H 3.1300 -0.1612 3.7058 0.01 0.00 -0.01
H 3.9394 0.8856 1.8216 0.02 0.00 -0.01
H 4.8838 1.0414 -0.0386 0.00 0.00 0.00
H 3.9641 1.2015 -1.5342 0.01 -0.02 -0.02
H 4.3708 -1.4002 0.0192 0.01 0.02 0.01
H 5.3795 -0.8917 -1.3188 -0.01 0.00 -0.04
H 3.7675 -2.5660 -2.0708 0.02 0.02 0.00
H 3.4708 -1.0330 -2.8797 0.04 0.04 0.03
H 2.5058 -3.0937 -0.2119 -0.01 0.00 0.01
H 1.0860 -4.0789 1.3540 0.01 -0.01 0.01
C 0.6116 2.5282 -4.9362 0.02 0.01 0.04
C -0.6478 1.9704 -4.3003 -0.06 0.02 -0.15
N -0.5760 1.6116 -2.8522 0.01 0.13 -0.11
C -0.1346 2.7641 -2.0128 0.08 -0.03 0.12
C -1.0275 3.9950 -2.0598 -0.01 0.01 0.00
C -1.9291 1.1888 -2.4451 -0.16 -0.06 0.10
C -2.2195 -0.2275 -2.9637 -0.01 -0.02 0.02
N -0.9275 -0.8381 -3.1213 0.07 -0.11 0.11
C -0.4318 -1.5392 -4.1291 -0.05 -0.08 -0.11
C 0.9790 -1.4614 -3.9742 0.00 0.03 -0.03
F 1.9989 1.0062 -2.8213 0.19 -0.05 0.28
C 1.7369 -2.0493 -4.9473 0.06 0.03 0.03
F 3.0739 -1.9899 -4.9303 -0.03 -0.01 0.00
C 1.1537 -2.7213 -6.0261 -0.01 0.01 0.02
C -0.2359 -2.7938 -6.1372 -0.05 0.00 0.01
F -0.7694 -3.4356 -7.1618 -0.01 0.01 0.02
C -1.0590 -2.2024 -5.2059 -0.01 -0.02 -0.02
F -2.3816 -2.2610 -5.3016 0.03 0.00 -0.01
H 0.4174 2.6781 -5.9977 -0.03 0.02 0.00
H 1.4618 1.8600 -4.8418 0.01 -0.03 -0.02
H 0.8873 3.4961 -4.5192 0.01 -0.01 0.02
H -0.9681 1.0800 -4.8463 0.05 -0.04 0.04
H -1.4604 2.6946 -4.4177 0.02 0.00 -0.01
H 0.8733 3.0206 -2.3271 0.02 0.00 -0.02
H -0.0570 2.3947 -0.9868 0.03 0.03 -0.06
H -1.1181 4.4189 -3.0593 0.01 -0.01 -0.02
H -0.5864 4.7635 -1.4261 0.02 -0.01 0.02
H -2.0309 3.7996 -1.6792 -0.01 0.00 0.00
H -2.6947 1.8811 -2.8038 0.07 0.02 -0.04
H -1.9543 1.2008 -1.3596 -0.03 0.00 -0.09
H -2.7723 -0.2424 -3.9033 0.01 0.05 0.02
H -2.8042 -0.7836 -2.2256 -0.03 -0.01 -0.04
H 1.7673 -3.1814 -6.7895 0.02 0.00 0.00
```
Positions in Å, forces in eV/Å.

Its spin multiplicity is 3. Its charge is +2. Its expectation value of S² is 2.0430. The calculated total energy comes out at -3219.58790 a.u. Its maximum force is 0.5 eV Å⁻¹.



3.
A gas-phase ion, C3H4NO2 (charge +1) at a distorted geometry. Source: the OMol25 dataset; level of theory: the ωB97M-V functional and the def2-TZVPD basis.

Structure (XYZ):
```
10
Properties=species:S:1:pos:R:3:forces:R:3
C -1.7013 -0.2300 -0.5395 1.58 -0.09 1.22
C -0.5713 0.6364 -0.5561 0.07 1.44 -2.33
C -1.8875 -1.3351 0.1750 -0.02 -0.17 0.38
N 0.6970 -0.0077 0.2859 -1.64 -0.35 -4.03
O -2.1585 -2.2815 0.7367 0.12 -0.30 0.25
O -0.3611 1.6252 -1.2265 -0.09 -2.71 2.45
H -2.4879 -0.1627 -1.2005 -1.62 0.93 -1.67
H 0.5997 0.2514 1.2020 0.70 1.53 3.02
H 1.4503 0.2929 -0.3278 0.73 0.41 0.87
H 0.6349 -1.0106 0.2536 0.16 -0.70 -0.17
```
Positions in Å, forces in eV/Å.

Its spin multiplicity is 1. Its charge is +1. The calculation puts the energy above the lowest of the compared OMol25 structures with the same formula, charge and spin at 19.8 kcal per mole. The SMILES is [NH3+]C(=O)C=C=O. Its maximum force is 4.4 eV Å⁻¹.



4.
A molecular structure, C16H24Ca2NO15 at a distorted geometry. Source: the OMol25 dataset; level of theory: the ωB97M-V functional and the def2-TZVPD basis.

Structure (XYZ):
```
58
Properties=species:S:1:pos:R:3:forces:R:3
Ca 1.7188 2.8534 -3.0918 -3.33 1.20 0.02
Ca 3.1179 -0.2200 -0.7207 -1.80 -1.80 2.06
N -0.1729 1.1231 -0.6787 4.62 1.13 -1.70
O 0.8785 0.4499 -0.5783 2.91 -2.22 0.04
O -0.0814 2.0232 -1.5226 0.47 3.15 -3.66
O -1.0402 1.0342 0.0276 -5.26 -1.23 3.78
C 3.0709 -4.4292 -5.2227 -0.88 -0.47 -0.17
C 1.8696 -3.8020 -4.5336 2.99 -0.70 -2.60
C 1.2043 -4.7574 -3.6870 -2.59 -1.25 -1.70
O 0.8517 -3.9667 -2.5939 -0.14 2.29 4.23
C 1.6808 -2.8827 -2.4926 0.61 -3.04 -1.11
O 1.9944 -2.1091 -1.5984 -1.01 0.57 1.23
O 2.3981 -2.8657 -3.5615 0.44 1.66 -2.15
H 3.5274 -5.0699 -4.4683 1.12 0.65 -0.15
H 3.6109 -3.6838 -5.8066 0.60 -0.26 0.51
H 2.7424 -5.1750 -5.9466 -0.40 0.12 -0.23
H 1.2201 -3.4491 -5.3346 -0.10 1.32 0.64
H 1.6852 -5.7295 -3.5783 0.36 0.33 1.21
H 0.2798 -4.9630 -4.2265 -0.29 -0.51 0.49
C -2.8951 3.9365 -0.1132 0.33 0.17 -2.82
C -2.6165 4.9145 -1.3072 -4.05 2.34 4.99
C -1.5551 5.9344 -0.8786 -1.62 -0.87 -0.46
O -0.7907 5.9609 -2.0577 1.51 -1.51 -2.70
C -1.1199 4.9012 -2.8554 1.68 -1.32 -0.07
O -0.3402 4.4137 -3.7525 -1.12 0.87 2.77
O -2.2621 4.3038 -2.4515 3.85 -0.41 -3.17
H -3.4596 4.3868 0.7033 0.39 0.03 -0.07
H -1.8875 3.5710 0.0846 -0.29 -0.38 0.85
H -3.4760 3.1611 -0.6127 -0.13 -0.39 0.68
H -3.5280 5.4643 -1.5415 -0.25 -0.04 0.15
H -1.0416 5.4683 -0.0377 0.65 0.74 -0.02
H -1.9818 6.9242 -0.7165 0.33 -0.17 0.35
C -0.2728 2.5815 3.5234 0.63 0.09 0.89
C 1.1865 2.0324 3.7066 -1.00 1.89 2.05
C 1.6281 0.9032 4.7077 -4.48 1.81 1.22
O 2.0625 -0.0685 3.8704 3.09 -3.59 -2.11
C 2.1491 0.3040 2.6395 1.12 2.57 -1.59
O 2.8044 -0.1605 1.6776 -1.02 -0.45 0.78
O 1.5757 1.5155 2.4931 1.26 -1.74 -2.52
H -0.8088 2.0838 2.7153 0.00 -0.37 0.33
H -0.2679 3.6435 3.2781 0.48 0.02 -0.27
H -0.8308 2.6038 4.4595 -0.10 -0.58 -0.02
H 1.8397 2.8713 3.9470 -0.06 0.23 -0.26
H 0.7399 0.4108 5.1037 -0.14 0.58 0.85
H 2.2475 1.2529 5.5336 0.61 -0.44 -0.53
C -1.1835 -2.6637 0.6424 0.90 -1.38 -0.25
C -0.6295 -2.9775 2.0235 -1.72 0.85 -1.23
C -1.2686 -2.0403 3.0503 0.29 0.25 -0.22
O -2.3987 -2.7494 3.4647 -0.19 -1.25 0.38
C -2.2734 -4.0603 3.0795 -3.47 -2.84 3.01
O -3.0484 -4.9485 3.4528 2.52 3.03 -1.62
O -1.1830 -4.2429 2.3618 1.31 -0.30 -0.02
H -0.4480 -1.9635 0.2463 -0.91 0.59 -0.72
H -2.2658 -2.5395 0.6057 0.13 1.24 0.32
H -1.1547 -3.5920 0.0719 0.76 -0.09 -0.29
H 0.4596 -2.9394 2.0009 -0.07 -0.57 0.35
H -1.7409 -1.1315 2.6773 0.92 0.37 -0.40
H -0.5203 -1.8463 3.8188 -0.44 0.09 0.67
```
Positions in Å, forces in eV/Å.

Its spin multiplicity is 1. Its charge is +3. The calculation puts the energy above the lowest of the compared OMol25 structures with the same formula, charge and spin at 2.6 kcal per mole. Its maximum force is 6.8 eV Å⁻¹.



5.
2 unconnected molecules or ions with the total composition C3H13N4 at a distorted geometry. Source: the OMol25 dataset; level of theory: the ωB97M-V functional and the def2-TZVPD basis.

Structure (XYZ):
```
20
Properties=species:S:1:pos:R:3:forces:R:3
C -2.0270 0.4106 -1.1076 0.19 -0.36 0.72
C -0.8558 1.0335 -0.3371 -0.98 0.60 -0.51
N -0.7489 2.4690 -0.5836 0.64 -0.10 0.09
H -1.6710 0.1534 -2.1035 -0.43 0.27 -0.19
H -2.3087 -0.5144 -0.6103 -0.10 -0.07 -0.13
H -2.9117 1.0406 -1.1059 0.13 0.23 -0.27
H -0.9282 0.7839 0.7343 -0.22 -0.03 -0.03
H 0.0297 0.5520 -0.7415 0.12 0.38 -0.17
H -1.3101 3.0368 0.0382 -0.22 -0.17 -0.04
H 0.2092 2.7781 -0.4655 -0.05 0.19 -0.14
N -0.1833 -1.6236 -0.0352 2.89 1.89 2.29
C 1.0766 -1.0072 0.5778 1.76 -2.53 -2.09
N 1.5880 0.1662 0.9948 -3.78 0.47 0.52
N 2.1173 -1.9387 0.4192 -0.58 1.55 1.89
H 0.3365 -1.8967 -0.8737 -0.82 -0.52 -0.44
H -0.0812 -2.4548 0.5688 -0.91 -0.46 -0.48
H 0.8550 0.8843 0.9447 0.41 0.24 -0.22
H 1.7905 0.1000 1.9952 1.22 -0.10 -0.17
H 2.9701 -1.3854 0.4817 0.43 -0.61 0.15
H 2.0531 -2.5877 1.2090 0.29 -0.88 -0.76
```
Positions in Å, forces in eV/Å.

Its spin multiplicity is 1. Its charge is +1. The calculation puts the energy above the lowest of the compared OMol25 structures with the same formula, charge and spin at 108.8 kcal per mole. Its maximum force is 4.1 eV Å⁻¹.